1.
Computed, not measured: a structure of composition C23H15IMoNO2S7, with ωB97M-V with the def2-TZVPD basis set.

Geometry as XYZ:
```
50
Properties=species:S:1:pos:R:3:forces:R:3
I -3.269990 -3.843951 6.369238 -0.001 0.004 -0.002
Mo -0.262778 2.022380 0.532399 0.060 -0.077 0.192
S -1.993800 3.071736 -0.670409 0.021 0.037 -0.055
S -3.796586 0.599956 -5.602968 0.016 0.015 0.024
S 2.695450 0.557047 0.556180 0.048 -0.020 -0.085
S -3.485777 2.223140 -3.143382 -0.009 -0.007 0.000
S -0.125942 5.258430 1.975195 0.008 -0.010 -0.006
S -1.385844 0.365037 -3.904730 0.002 -0.017 -0.004
S 0.292344 1.090143 -1.521729 0.054 -0.154 -0.070
O -2.425425 -0.349888 0.260245 -0.028 0.015 -0.028
O -1.098693 0.863465 1.630280 -0.026 -0.082 -0.076
N 1.729688 1.824000 0.969724 -0.156 0.132 0.016
C -2.149101 2.127779 -2.103737 0.046 -0.051 -0.014
C 2.118836 -0.180583 3.154861 -0.001 0.009 -0.010
C 2.948531 -0.366210 2.061886 -0.002 -0.025 -0.005
C -3.386617 -2.950919 3.489646 -0.001 0.000 -0.002
C -1.770910 -0.702671 3.815625 0.001 0.009 0.000
C -3.107839 -2.144072 2.404635 0.004 -0.009 -0.004
C 5.896598 1.868754 -1.421312 0.003 0.001 -0.001
C -2.054287 -1.506778 4.902167 -0.003 -0.002 -0.001
C -1.138288 1.242918 -2.476850 -0.067 0.092 0.044
C -2.940210 1.040118 -4.294461 -0.021 0.004 -0.033
C 3.938277 -1.343044 2.043743 -0.007 0.003 -0.002
C 5.094013 1.722810 1.252280 -0.007 -0.005 0.007
C -2.858069 -2.632727 4.738158 0.008 0.007 -0.001
C 4.674241 1.293309 -1.107468 0.001 0.005 -0.010
C 6.704476 2.369055 -0.410545 0.001 0.002 0.005
C -2.294510 -1.019327 2.561865 -0.007 0.001 -0.016
C -0.140425 3.902197 1.327043 -0.007 0.066 0.033
C -2.025849 -0.223250 1.370485 0.054 0.027 0.076
C 4.291660 1.231993 0.226236 -0.010 0.024 0.028
C 2.303484 -0.985307 4.272191 -0.003 0.009 -0.001
C 4.107071 -2.136307 3.165420 -0.001 0.004 -0.001
C 6.307515 2.297669 0.921807 0.010 0.004 -0.017
C 3.292258 -1.956383 4.277455 0.000 -0.003 0.001
H 4.788501 1.636169 2.287928 0.000 -0.001 0.002
H 4.574142 -1.478131 1.177533 0.001 0.000 -0.003
H 6.219238 1.920301 -2.451778 -0.001 -0.002 -0.003
H 1.671548 -0.850575 5.139581 -0.001 0.005 -0.002
H 7.658695 2.813149 -0.659678 0.004 0.000 0.002
H -3.510683 -2.379317 1.428862 -0.003 0.003 0.001
H -4.011376 -3.824732 3.369854 -0.001 0.005 -0.001
H -1.153194 0.174821 3.945256 -0.001 0.005 0.000
H 2.217891 2.477801 1.574594 0.014 -0.025 0.015
H 3.431028 -2.579228 5.150565 -0.001 0.001 0.000
H 6.951002 2.681689 1.701202 0.003 -0.001 0.002
H -1.659608 -1.262732 5.878431 -0.001 0.006 0.001
H 1.342959 0.572513 3.139320 0.003 -0.003 0.004
H 4.033426 0.893658 -1.883581 0.002 0.000 0.000
H 4.876334 -2.896072 3.171736 0.001 0.001 -0.002
```
Forces are in eV/Å.

For the energy above the lowest of the compared OMol25 structures with the same formula, charge and spin, the calculation gives 3.9 kJ/mol. As for the strongest force on any atom: 0.22 eV/A. Its expectation value of S² is 0.795. As for the spin multiplicity: 2. Its net charge is +2.

=====

2.
Computed, not measured: the molecule C6H5N, with ωB97M-V with the def2-TZVPD basis set.

Geometry as XYZ:
```
12
Properties=species:S:1:pos:R:3:forces:R:3
N 0.470821 -1.627962 0.306622 0.108 -0.491 0.347
C -1.317699 0.124499 0.321826 -0.827 -0.136 0.511
C -2.073812 0.809273 0.958474 0.595 -0.104 -0.268
C 0.789749 -0.730737 -0.786324 0.086 0.117 -0.330
C 1.586810 1.685411 -0.177321 0.436 -0.324 -0.135
C -0.625414 -0.941107 -0.351515 -0.269 0.033 -0.336
C 1.334701 0.559656 -0.501998 -0.121 0.525 0.229
H -2.663362 1.458596 1.549169 -0.178 0.172 0.055
H 1.961491 2.629498 0.106533 -0.011 0.377 0.082
H 0.670826 -1.205311 1.207572 0.035 0.085 -0.078
H -1.285483 -1.573882 -0.938542 0.213 -0.001 -0.028
H 1.151372 -1.187936 -1.694497 -0.068 -0.252 -0.049
```
Forces are in eV/Å.

For the energy above the lowest of the compared OMol25 structures with the same formula, charge and spin, the calculation gives 361.7 kJ/mol. As for the strongest force on any atom: 0.98 eV/A. The SMILES is C#C[C@@H]1N[C@@H]1C#C. Its net charge is 0.

=====

3.
Computed, not measured: a structure of composition C36H89Li2N6O13, with ωB97M-V with the def2-TZVPD basis set.

Geometry as XYZ:
```
146
Properties=species:S:1:pos:R:3:forces:R:3
O 0.016724 -1.480501 1.599630 0.132 -0.813 0.428
O 2.838178 1.441782 -2.220938 -0.259 -0.383 0.381
O -2.429112 -2.176394 3.455525 0.164 -0.480 -0.532
O -2.952662 4.427574 2.681166 0.186 -0.444 -0.365
O 3.861729 -2.595420 -1.251798 -1.645 0.144 1.045
O -2.781815 10.750475 4.191037 -0.443 0.091 -0.789
O 0.031606 2.644966 3.580213 0.823 -0.869 0.914
O -0.509309 -5.003008 -3.619986 -0.456 -0.287 -0.271
O 4.873354 0.219078 1.496325 0.073 0.403 0.031
O -0.703633 0.531725 1.143071 0.204 0.561 0.165
O -0.100106 -5.202734 2.974714 -0.178 -0.648 -0.209
O -5.525499 -2.454789 -2.716601 0.504 0.107 0.159
O 3.005120 -1.678576 -7.129470 0.506 0.193 0.645
N -3.200988 -3.463181 -1.615290 -0.600 -1.376 0.126
N 6.169535 2.138790 -3.655625 0.037 0.142 0.420
N -3.743765 7.580214 2.479463 0.958 -0.230 1.478
N 2.228877 1.058537 2.270618 -1.699 -1.247 -0.526
N -2.043584 -4.117692 1.279306 0.055 0.169 0.067
N 2.394886 -2.385191 -3.960210 0.272 0.730 0.419
C 4.682687 3.614102 -2.388209 1.500 0.556 1.445
C -4.074390 5.157622 3.079276 -0.345 1.618 0.930
C 3.823310 1.465948 -3.269139 -1.126 0.291 0.502
C -1.447601 -5.419311 0.968954 -0.098 0.652 0.212
C 4.198328 -2.941091 0.102322 1.432 -0.018 -1.090
C -3.193542 -4.118398 2.188236 1.563 0.415 -0.059
C -3.475101 -2.697945 2.629137 -1.089 -0.703 0.451
C 1.849959 -2.028987 -6.394113 0.040 0.259 0.017
C -1.582573 11.453857 4.390085 0.277 -0.579 1.400
C -0.882929 -6.107035 2.199453 -0.423 -0.342 -1.120
C 3.957761 0.608513 0.476509 -0.997 -0.883 1.604
C -2.514446 -4.332993 -2.578620 0.760 0.287 -0.926
C -5.613160 -3.768651 -2.255378 -0.268 -1.567 0.319
C -6.337780 -2.167718 -3.838423 -0.089 -1.047 -0.503
C 2.018213 2.483924 2.184732 0.943 1.400 1.721
C -3.571192 6.552909 3.554257 -0.109 -0.538 -0.852
C 1.508374 1.678777 -2.626805 0.419 1.522 -1.796
C 1.396454 3.015371 3.490102 1.340 -0.234 -0.697
C 2.533154 0.412947 0.998344 0.608 -0.562 -0.478
C 1.723986 -1.516925 -4.942760 1.156 0.075 -0.945
C -0.981587 -1.072431 -0.579830 0.794 -1.059 0.365
C -4.476219 -4.108312 -1.249039 -1.336 1.594 0.647
C 0.744276 -4.647381 -4.144884 0.704 0.821 0.981
C -0.473983 -0.636469 0.781007 -0.482 0.021 0.766
C 1.902671 -2.137037 -2.617468 -0.878 1.030 0.642
C -0.401471 2.787315 4.923138 -1.928 1.262 0.093
C 0.711415 -5.965897 3.859041 0.151 -0.476 0.581
C 5.036562 2.182502 -2.734483 0.486 -0.223 -0.449
C -2.734218 -0.890583 3.963312 0.376 0.826 -0.292
C -3.183286 3.059908 2.446243 -0.138 -0.359 -0.032
C -2.643221 9.370719 3.886906 0.756 0.508 0.358
C 2.515155 -2.974968 -1.531558 0.178 -1.069 -0.923
C -3.811052 8.946156 3.015089 0.182 0.257 -0.312
C 4.171625 -2.317081 -6.646465 -0.040 -0.250 0.218
C 6.201379 0.623294 1.167677 -0.776 -0.081 -0.039
C -1.004530 -4.123951 -2.648284 0.023 0.488 -0.067
Li -0.782295 -3.122270 2.642950 0.293 0.397 -0.647
Li 0.277357 0.442134 3.047087 -0.001 0.281 -1.401
H 6.220615 1.717387 1.110577 0.350 -0.038 0.114
H 6.353863 1.199078 -3.972552 0.077 0.099 -0.275
H 0.171362 2.282829 5.700049 0.311 -0.202 -0.277
H -4.110659 -4.538378 1.766777 0.040 -0.283 0.195
H 4.028040 -3.401476 -6.656737 0.178 -0.115 -0.235
H -5.739862 -1.557326 -4.510316 -0.442 0.544 0.131
H -0.512281 -4.257759 -1.675092 -0.047 -0.339 0.139
H -0.916705 11.605304 3.535336 -0.493 -0.019 -0.405
H -2.128201 -6.138746 0.497585 -0.119 0.090 -0.110
H 1.218916 -6.778522 3.333257 0.144 0.250 -0.233
H 5.033513 -2.016113 -7.235202 -0.182 -0.077 -0.341
H 3.492512 -2.738815 0.910126 -0.436 0.489 -0.453
H -4.019162 6.831456 4.508312 -0.397 0.205 -0.230
H -2.504605 6.427412 3.762112 0.015 -0.101 0.174
H 2.510464 -4.012303 -1.906349 0.149 0.029 0.358
H 3.011115 2.955815 2.176674 -0.187 0.450 -0.484
H -4.797306 5.297971 2.270519 0.101 -0.069 -0.136
H -4.132423 2.821111 1.952871 -0.178 0.429 0.063
H 3.998719 -0.178611 -0.281536 0.489 0.994 -0.976
H -1.865227 12.391047 4.864548 0.142 0.173 -0.290
H -4.629435 4.754858 3.938006 0.274 -0.707 -0.093
H 5.098496 -2.335164 0.210167 0.099 -0.378 0.784
H 6.842553 0.228567 1.952305 0.155 0.177 -0.117
H 3.374120 -2.121835 -3.957441 0.054 -0.192 -0.075
H -3.177728 2.528831 3.405857 0.022 -0.201 -0.024
H -2.063109 -1.049200 -0.454240 -0.063 0.349 -0.711
H -3.643267 -0.532325 3.481857 -0.160 0.107 0.432
H 1.924941 0.779943 0.169499 -0.430 0.080 0.372
H -0.527406 3.848214 5.178787 0.770 0.063 0.024
H -1.461421 2.517183 4.975350 0.227 -0.703 -0.151
H -2.778774 -4.657059 3.046388 -0.967 -0.299 0.240
H -3.776302 9.564681 2.114984 -0.306 0.354 0.279
H 1.579006 4.087546 3.605836 -0.565 0.182 -0.313
H 0.739619 1.253326 -1.992040 0.246 -0.327 0.150
H 1.391471 1.455331 -3.694816 -0.298 -1.089 0.211
H 4.435906 -2.081388 -5.610660 -0.224 0.339 0.052
H 4.007350 0.428148 -3.559146 0.221 0.045 -0.249
H -0.540103 -0.523267 -1.408706 -0.572 0.621 0.122
H -2.651933 -5.404065 -2.419630 -0.324 0.087 0.402
H -0.986607 10.899579 5.132909 0.121 0.165 0.004
H 6.480962 0.226757 0.184771 0.162 -0.063 0.099
H 6.150886 2.815019 -4.403354 -0.206 -0.169 -0.167
H 1.749254 -3.120990 -6.375647 -0.173 0.016 -0.109
H -5.589003 -4.503686 -3.070505 0.085 0.284 -0.311
H -1.674928 9.224541 3.387039 -0.111 -0.181 -0.265
H 0.855369 -3.577633 -4.372272 -0.864 -0.711 -0.434
H 4.426154 -4.010267 0.150999 0.166 0.001 0.058
H -0.751942 -3.084383 -2.900203 -0.423 -0.063 -0.293
H -2.797797 7.583455 2.098479 -0.389 -0.141 -0.814
H 1.451676 -5.344111 4.356177 -0.111 0.226 -0.166
H -0.325345 -6.956044 1.786828 0.655 0.240 0.272
H -4.720059 9.152817 3.582646 -0.195 -0.225 -0.271
H 4.010299 1.679683 0.265355 0.789 -0.220 -0.790
H -6.575660 -3.930684 -1.752020 0.017 -0.026 0.057
H -4.856694 -3.686574 -0.308340 0.419 0.250 0.098
H 1.410411 2.857577 1.364172 0.065 -0.687 -0.386
H 1.871440 -2.955921 -0.647369 0.138 0.295 0.179
H -1.675291 -6.634132 2.742452 -0.041 0.567 0.627
H -2.418319 2.657570 1.783570 0.286 0.125 0.242
H 0.814199 -2.285661 -2.619187 0.379 -0.381 -0.013
H 1.316591 2.757730 -2.750937 0.051 0.179 0.887
H 2.367241 -0.664043 1.071605 -0.206 0.092 0.240
H 3.796301 3.739189 -1.771925 -0.462 -0.198 -0.551
H 1.016794 -5.257836 -4.996845 -0.262 -0.186 -0.069
H 4.772043 4.331755 -3.204086 -0.537 -0.284 -0.307
H -0.646104 -5.189113 0.268138 0.093 -0.255 -0.024
H 2.184790 -0.527284 -4.865876 -0.433 0.303 -0.254
H 5.459849 3.963811 -1.692287 0.102 -0.009 -0.172
H -2.890689 -4.129462 -3.587758 0.030 -0.208 -0.072
H -4.388569 -2.770978 3.229252 -0.041 0.305 0.049
H 0.642912 -1.424067 -4.832071 0.029 -0.139 0.800
H -3.564782 -2.676662 -2.150769 0.581 0.363 0.158
H 1.039655 -1.564599 -6.957676 -0.084 -0.255 -0.061
H -2.227623 -3.591728 0.425042 -0.127 -0.176 -0.106
H -7.330476 -1.807765 -3.561985 0.278 0.647 0.109
H 0.111061 -6.470354 4.623813 -0.166 0.248 0.027
H -4.445474 -5.173536 -1.026406 0.376 -0.128 -0.518
H 5.404559 1.640853 -1.858066 -0.388 0.162 0.252
H 1.526744 -4.715546 -3.373141 -0.137 -0.602 -0.207
H -2.762892 -0.848594 5.052966 -0.444 -0.459 -0.021
H 2.938965 0.758028 2.927725 0.266 0.617 0.037
H -6.570326 -3.078349 -4.408660 0.300 -0.108 0.108
H -3.716234 -2.096192 1.746624 0.415 0.387 0.104
H -2.573070 8.827682 4.837336 -0.165 -0.204 -0.038
H -0.707311 -2.106748 -0.805508 -0.081 -0.014 0.395
H -1.968523 -0.152411 3.690899 0.085 -0.267 -0.337
H 3.431717 2.064846 -4.098630 0.045 -0.277 -0.262
H 1.940524 -1.090506 -2.259082 0.496 0.134 -0.416
H 2.039025 2.595060 4.278942 -0.548 -0.326 0.358
```
Forces are in eV/Å.

The energy comes out at -2746.41657 hartree. As for the strongest force on any atom: 2.41 eV/A. Its net charge is +1.